{
  "formula": "C39H71AlBBr3Cl3F3N5O19PS2",
  "method": "wB97M-V/def2-TZVPD",
  "orbital_gap_ev": 3.389,
  "e_tot_ev": -382001.48956,
  "fmax_ev_per_a": 4.7,
  "symbols": ["C", "C", "B", "O", "P", "C", "C", "C", "S", "C", "S", "N", "C", "C", "O", "C", "C", "C", "Cl", "C", "C", "H", "H", "H", "H", "H", "H", "H", "H", "H", "H", "H", "H", "H", "H", "H", "H", "H", "H", "H", "H", "H", "H", "H", "H", "H", "H", "H", "C", "O", "N", "N", "H", "H", "H", "H", "C", "C", "O", "C", "O", "C", "F", "F", "F", "H", "H", "H", "H", "H", "H", "C", "C", "C", "C", "C", "C", "H", "H", "H", "H", "H", "H", "Al", "C", "N", "O", "O", "H", "H", "H", "O", "Cl", "O", "O", "O", "O", "Cl", "O", "O", "O", "C", "C", "C", "O", "C", "O", "O", "H", "H", "H", "H", "H", "H", "C", "Br", "Br", "Br", "H", "C", "C", "C", "C", "C", "C", "N", "O", "C", "C", "C", "H", "H", "H", "H", "H", "H", "H", "H", "H", "H", "H", "H", "H", "H", "H", "H", "H", "H"],
  "coordinates": [[4.1428, -4.6680, 1.7792], [3.0287, -3.5055, 1.7152], [3.1092, -2.5796, 0.3768], [3.4736, -3.0423, -0.8866], [2.5994, -0.6844, 0.4595], [1.2257, -0.3953, 1.6875], [1.5336, 0.9038, 2.5148], [0.2337, 1.6561, 2.9532], [-1.2479, 0.5878, 2.9969], [-1.8893, 0.6473, 1.2835], [-2.0909, 2.1007, 0.5138], [-2.1532, -0.6035, 0.6905], [-3.4553, -1.1796, 1.1143], [-3.4013, -2.6957, 0.6796], [-3.3569, -2.7997, -0.7299], [-2.3100, -2.0135, -1.3134], [-2.2251, -0.5442, -0.7880], [1.7973, -0.2849, -1.1720], [0.8732, 1.2644, -1.0220], [2.7947, -0.1443, -2.3705], [4.1693, 0.4633, -1.9399], [4.5476, -4.9065, 0.7739], [4.9455, -4.3998, 2.4793], [3.6174, -5.5483, 2.2099], [3.2079, -2.8500, 2.5875], [2.0197, -3.9774, 1.7235], [4.3884, -3.3739, -0.8526], [3.7109, 0.1547, 0.6956], [0.2963, -0.3473, 1.0898], [1.1783, -1.2393, 2.4024], [2.1560, 1.6168, 1.9306], [2.0804, 0.5895, 3.4306], [0.3762, 2.0561, 3.9840], [-0.0054, 2.5455, 2.3314], [-4.2396, -0.6861, 0.4910], [-3.6885, -1.0466, 2.1891], [-2.4822, -3.1040, 1.1725], [-4.2998, -3.1688, 1.1202], [-2.5420, -1.9435, -2.4003], [-1.3005, -2.4843, -1.2568], [-3.0971, 0.0252, -1.1809], [-1.3013, -0.1017, -1.2225], [1.1166, -1.1450, -1.3809], [2.9709, -1.1581, -2.7836], [2.3605, 0.4968, -3.1675], [3.9921, 1.3964, -1.3602], [4.7535, 0.6910, -2.8555], [4.7391, -0.2930, -1.3563], [5.9652, 3.9736, -0.1047], [5.6922, 2.8767, 0.3635], [5.1181, 5.0342, -0.0249], [7.1400, 4.2233, -0.7446], [5.3227, 5.9410, -0.4012], [4.2409, 4.8872, 0.4417], [7.7906, 3.4622, -0.8219], [7.3841, 5.1143, -1.1354], [-3.0350, -3.2930, -6.1494], [-2.9290, -2.9730, -4.6662], [-1.6212, -3.0678, -4.1419], [-0.6895, -1.9599, -4.3604], [-1.2067, -0.8115, -4.0158], [-0.0775, -1.9451, -5.7993], [0.1478, -3.2071, -6.2581], [1.1363, -1.3396, -5.7995], [-0.8176, -1.3274, -6.7347], [-2.3999, -4.1386, -6.4160], [-4.0705, -3.5286, -6.4123], [-2.7397, -2.4435, -6.7606], [-3.5048, -3.7338, -4.1266], [-3.4000, -2.0125, -4.4292], [0.1802, -2.3171, -3.7581], [10.9836, 8.8808, -2.5483], [11.8452, 8.0635, -1.8279], [11.3907, 6.8572, -1.3120], [10.0761, 6.4638, -1.5248], [9.2155, 7.2797, -2.2486], [9.6676, 8.4901, -2.7568], [11.3380, 9.8232, -2.9477], [12.8725, 8.3677, -1.6677], [12.0610, 6.2232, -0.7447], [9.7231, 5.5199, -1.1260], [8.1888, 6.9727, -2.4173], [8.9950, 9.1284, -3.3165], [-3.7947, 3.0453, 2.4991], [3.6076, -8.5604, 1.3000], [4.2290, -8.8563, 2.6200], [4.2133, -10.0069, 3.0011], [4.7129, -7.9150, 3.2275], [3.2237, -9.4851, 0.8812], [2.8030, -7.8488, 1.4684], [4.3798, -8.1377, 0.6619], [-2.0519, 6.3110, 5.7640], [-2.2928, 4.9754, 6.2486], [-2.5477, 5.0038, 7.6631], [-1.1334, 4.1421, 5.9748], [-3.4440, 4.4131, 5.5607], [-6.4401, 5.4511, 1.7867], [-7.7680, 5.0727, 2.2348], [-8.7569, 5.7479, 1.4223], [-7.9362, 5.4419, 3.6087], [-7.9275, 3.6299, 2.0916], [4.1927, -8.8851, 6.5403], [4.0179, -7.5020, 7.1177], [5.2446, -6.6360, 7.0077], [5.0872, -5.7463, 8.1142], [4.3481, -6.4052, 9.0507], [4.1875, -6.0308, 10.1656], [3.8181, -7.5494, 8.5348], [3.2625, -9.4502, 6.6236], [4.4772, -8.8392, 5.4896], [4.9492, -9.4488, 7.0899], [3.1462, -7.0140, 6.6693], [5.2829, -6.0841, 6.0694], [6.1785, -7.1903, 7.1351], [6.8255, -1.1316, 1.7090], [8.0131, -1.7857, 0.3351], [5.1368, -2.1019, 1.7125], [7.6446, -1.1597, 3.4513], [6.6033, -0.0947, 1.4737], [-10.8692, 3.3669, -2.6767], [-9.8319, 2.5032, -1.9232], [-9.7067, 1.1301, -2.6136], [-9.0099, 1.1380, -3.9804], [-7.9889, 2.2725, -4.1411], [-7.4302, 2.8293, -2.8196], [-8.5707, 3.2693, -1.9808], [-8.2489, 3.7441, -0.9586], [-6.5798, 4.0576, -3.1915], [-6.5182, 1.7945, -2.1537], [-10.3840, 2.2426, -0.5182], [-11.0000, 4.3349, -2.1892], [-11.8407, 2.8740, -2.6987], [-10.5733, 3.5576, -3.7110], [-9.1622, 0.4482, -1.9557], [-10.6972, 0.6867, -2.7255], [-8.5193, 0.1740, -4.1292], [-9.7541, 1.2172, -4.7751], [-7.1730, 1.9367, -4.7819], [-8.4702, 3.0853, -4.6936], [-7.1983, 4.8486, -3.6213], [-5.8264, 3.7889, -3.9317], [-6.0573, 4.4701, -2.3266], [-5.7053, 1.5326, -2.8317], [-7.0365, 0.8703, -1.8947], [-6.0650, 2.1862, -1.2406], [-11.3372, 1.7180, -0.5859], [-10.5679, 3.1660, 0.0329], [-9.7047, 1.6215, 0.0699]]
}